Here is a structure of composition C41H30IIrN2O2P from the OMol25 dataset. Energies are from ωB97M-V/def2-TZVPD.

Atoms and positions in Å:
Ir -1.03931 -0.06258 0.24306
I -0.86248 0.37476 2.82791
C 0.80804 -0.65254 3.58217
C 0.52742 -1.14772 4.82782
C 1.54844 -1.65594 5.65083
C 2.83232 -1.58549 5.21463
C 3.14221 -1.09020 3.92404
C 4.50323 -1.00514 3.55217
C 4.86607 -0.54544 2.32333
C 3.86132 -0.24504 1.39457
C 2.51721 -0.31334 1.69113
P 1.48220 -0.27673 0.16626
C 1.92311 1.26462 -0.68523
C 1.47168 1.40896 -2.00033
C 1.70113 2.58278 -2.69660
C 2.37157 3.63127 -2.08078
C 2.80002 3.50424 -0.76770
C 2.57264 2.32877 -0.06542
C 2.22418 -1.64614 -0.77087
C 3.07854 -1.46671 -1.85149
C 3.65586 -2.57311 -2.46438
C 3.38375 -3.84855 -1.99767
C 2.52264 -4.02709 -0.92071
C 1.93917 -2.93130 -0.31339
C 2.11625 -0.67182 3.02079
H -0.48586 -1.12455 5.20566
H 1.30470 -2.04763 6.62842
H 3.65038 -1.90567 5.84733
H 5.25028 -1.30856 4.27493
H 5.90596 -0.46490 2.03843
H 4.16676 -0.00494 0.38310
H 0.93409 0.59966 -2.47639
H 1.34494 2.68320 -3.71319
H 2.55318 4.54988 -2.62301
H 3.31508 4.32306 -0.28235
H 2.89951 2.24912 0.96388
H 3.30987 -0.47584 -2.21703
H 4.32104 -2.43157 -3.30600
H 3.83580 -4.70748 -2.47573
H 2.29830 -5.02323 -0.56307
H 1.24238 -3.07516 0.50523
C -3.61361 -3.42763 0.85781
C -4.88281 -2.85961 0.78008
C -5.01781 -1.50352 0.54868
C -3.87528 -0.71662 0.39770
C -2.60718 -1.29115 0.47765
C -2.47438 -2.64982 0.70653
C -3.85182 0.72407 0.19437
C -4.99388 1.54057 0.05648
C -4.83844 2.88009 -0.10563
C -3.54269 3.44547 -0.11429
C -3.33571 4.83551 -0.24818
C -2.07270 5.35543 -0.23660
C -0.96881 4.49511 -0.09028
C -1.13989 3.14351 0.02976
C -2.43161 2.58951 0.01648
N -2.62015 1.23334 0.14821
H -3.51062 -4.49055 1.03481
H -5.76161 -3.47857 0.89799
H -6.00453 -1.06353 0.49032
H -1.49075 -3.10500 0.73380
H -5.97273 1.08666 0.07667
H -5.69783 3.52959 -0.21896
H -4.20088 5.47773 -0.35498
H -1.91742 6.42093 -0.33706
H 0.03330 4.90437 -0.07827
H -0.27700 2.50006 0.13031
O -0.45245 -2.66732 -1.48570
C -0.87425 -1.77546 -2.18776
C -1.14277 -1.86263 -3.67834
C -1.66927 -0.48122 -4.05163
C -1.64391 0.30758 -2.75425
O -1.96169 1.47077 -2.62749
N -1.17750 -0.50688 -1.73497
H -1.84917 -2.67096 -3.86153
H -0.21340 -2.12648 -4.18274
H -2.68846 -0.48676 -4.43650
H -1.05393 0.03750 -4.78681

Calculated values
- LUMO (eV) = -3.02
- M (g/mol) = 932.80
- energy (eV) = -70304.8548
- HOMO (eV) = -10.90
- net charge = +1
- relative energy (zero: lowest compared OMol25 entry of this formula, charge and spin) (eV) = 0.007

Löwdin atomic charge list, values in e, 8 entries:
1 Ir 0.85
2 I 1.26
3 C -0.56
4 C -0.17
5 C -0.05
6 C -0.02
7 C -0.15
8 C -0.01

Here is a structure of composition C41H30N9O4RbS3 at a distorted geometry from the OMol25 dataset. Energies are from ωB97M-V/def2-TZVPD.

Atoms and positions in Å:
Rb 0.53424 0.17273 -0.51668
N -0.03717 5.49515 9.72169
C -0.10445 4.90548 8.71835
C -0.16036 4.13311 7.48518
C 1.00623 3.58570 6.93208
C 0.97238 2.81372 5.76870
C -0.23725 2.62493 5.04404
C -1.38583 3.18405 5.62458
C -1.37375 3.87667 6.83869
C -0.24919 1.89746 3.76596
C -1.00160 2.43703 2.64608
C -1.56586 3.76649 2.62377
C -2.29520 3.86804 1.44315
C -2.11419 2.64577 0.76473
N -1.30333 1.80384 1.46685
C 0.43161 0.63500 3.65653
C 0.82992 -0.15869 4.79291
C 1.42276 -1.31050 4.28995
C 1.39857 -1.19507 2.88070
N 0.80659 -0.02937 2.50102
H 1.94903 3.76947 7.44174
H 1.89916 2.40276 5.37514
H -2.33711 3.05822 5.12046
H -2.31345 4.24768 7.25023
H -1.42218 4.53483 3.39057
H -2.92599 4.70321 1.10410
H -2.52272 2.33953 -0.19660
H 0.70048 0.12294 5.82526
H 1.82228 -2.16633 4.84701
H 1.76353 -1.89794 2.13904
O 0.56319 -3.98901 -3.27390
C 0.54330 -2.75122 -3.18394
O 0.99335 -2.00173 -2.28531
C -0.17584 -1.96209 -4.23941
C -0.58577 -2.57639 -5.46995
C -1.30170 -1.81208 -6.36366
C -1.58860 -0.48264 -6.05915
C -1.16514 0.02040 -4.82675
N -0.44329 -0.69133 -3.97258
H -0.34006 -3.62338 -5.63013
H -1.63301 -2.25011 -7.32840
H -2.12589 0.18672 -6.73749
H -1.37584 1.03279 -4.48383
S 0.92893 -6.57804 2.65149
C 0.20378 -5.18494 1.92349
C -0.66070 -4.34737 2.63399
C -1.16789 -3.20569 2.00110
N -0.83847 -2.85550 0.74852
C 0.02036 -3.62402 0.08506
C 0.55135 -4.81321 0.62139
C -0.35529 -7.66302 2.26886
C -0.23470 -8.43913 1.11037
C -1.26490 -9.32528 0.78851
N -2.35586 -9.49193 1.51656
C -2.46030 -8.78059 2.63814
C -1.50777 -7.85056 3.06436
H -0.97455 -4.57454 3.64293
H -1.94611 -2.59099 2.46698
H 0.31544 -3.32704 -0.91942
H 1.16858 -5.43783 -0.02001
H 0.65245 -8.35159 0.49202
H -1.17319 -9.92354 -0.12133
H -3.36764 -8.95496 3.20794
H -1.65462 -7.34308 4.03250
N 3.53900 3.31873 -7.47963
C 3.26939 3.39228 -6.15991
C 3.44078 2.29203 -5.29196
C 3.14868 2.39523 -3.94891
C 2.63301 3.59309 -3.41044
C 2.55002 4.73557 -4.25492
C 2.78003 4.61025 -5.59265
S 1.86919 3.50700 -1.82949
O 1.84696 4.87755 -1.31859
O 2.59626 2.51080 -1.06827
N 0.44080 2.78412 -2.11625
C -0.65326 3.40353 -2.49645
S -0.78089 5.16056 -2.91098
C -2.39294 4.87015 -3.45977
C -2.75321 3.56160 -3.21907
N -1.81717 2.72453 -2.71457
H 4.04599 2.53724 -7.83819
H 3.52424 4.13946 -8.06390
H 3.74981 1.35995 -5.73737
H 3.32800 1.52592 -3.31472
H 2.30355 5.72642 -3.87718
H 2.57968 5.43731 -6.27532
H -2.97041 5.71997 -3.84189
H -3.70832 3.11368 -3.50376

Calculated values
- LUMO (eV) = 3.40
- M (g/mol) = 894.42
- energy (eV) = -97767.5570
- HOMO (eV) = -2.39
- net charge = -2
- relative energy (zero: lowest compared OMol25 entry of this formula, charge and spin) (eV) = 0.000

Löwdin atomic charge list, values in e, 8 entries:
1 Rb 0.75
2 N 0.12
3 C -0.18
4 C -0.25
5 C -0.03
6 C 0.00
7 C -0.16
8 C -0.02

Here is a structure of composition C41H31IN2O7PSY at a distorted geometry from the OMol25 dataset. Energies are from ωB97M-V/def2-TZVPD.

Atoms and positions in Å:
Y -0.35838 0.36766 -0.68792
C 2.25973 4.03481 4.23612
C 2.70632 2.78285 4.63243
C 2.45734 1.66778 3.84380
C 1.74065 1.79615 2.65753
C 1.30341 3.06026 2.25948
C 1.56602 4.17389 3.04158
P 1.44069 0.44617 1.46693
C 1.60967 -1.13321 2.34078
C 0.97962 -1.33257 3.57121
C 0.93152 -2.59760 4.13645
C 1.49038 -3.67885 3.46866
C 2.08687 -3.49269 2.23077
C 2.14614 -2.22816 1.66554
C 2.90094 0.65106 0.37889
C 4.13624 0.24256 0.81087
C 5.29128 0.52873 0.05961
C 5.18379 1.25202 -1.09343
C 3.92416 1.69333 -1.56339
C 3.82416 2.45813 -2.75520
C 2.60899 2.88604 -3.19579
C 1.43607 2.53281 -2.48132
C 1.44017 1.77194 -1.33227
C 2.74003 1.37481 -0.84782
H 2.46279 4.90244 4.85030
H 3.26304 2.67243 5.55406
H 2.83929 0.70296 4.14916
H 0.77467 3.16861 1.31740
H 1.23440 5.15178 2.71589
H 0.51288 -0.50301 4.08895
H 0.45002 -2.73941 5.09578
H 1.44410 -4.66781 3.90577
H 2.49008 -4.33393 1.68332
H 2.57715 -2.10455 0.68109
H 4.23254 -0.29900 1.74526
H 6.25769 0.19108 0.41058
H 6.06790 1.50173 -1.66900
H 4.73102 2.70018 -3.29724
H 2.53604 3.48321 -4.09740
H 0.48924 2.87943 -2.89847
O -5.77258 -2.29816 -1.89581
C -5.33990 -1.74367 -3.00953
O -5.96335 -1.77123 -4.04229
C -4.02576 -1.03006 -2.96282
C -3.51332 -0.38424 -4.06872
N -2.35196 0.16973 -3.70270
N -2.05629 -0.08083 -2.42135
C -3.06172 -0.82233 -1.95412
C -2.98697 -1.32732 -0.52546
O -3.98216 -1.88693 -0.05644
O -1.88599 -1.12064 0.06055
H -5.11471 -2.18127 -1.14441
H -3.91123 -0.30641 -5.06591
H -1.68528 0.65142 -4.28362
I 0.18631 -1.77019 -8.24901
C 0.47464 -1.96839 -6.18997
C 0.85956 -0.86115 -5.44611
C 1.01955 -0.99007 -4.07407
C 0.81718 -2.21749 -3.45142
C 0.46837 -3.32287 -4.21542
C 0.28228 -3.20202 -5.58495
C 0.94303 -2.36012 -1.95350
O 1.13487 -3.44113 -1.43782
O 0.80581 -1.23497 -1.30961
H 1.04437 0.08846 -5.93164
H 1.33200 -0.13383 -3.48639
H 0.33148 -4.27400 -3.71798
H -0.01067 -4.05978 -6.17445
C -2.02026 3.09644 2.61403
S -2.91731 2.27529 1.30345
O -1.84217 1.81140 0.34212
C -3.45901 0.84909 2.20672
C -4.82623 0.63585 2.29789
C -5.28719 -0.49023 2.96502
C -4.38176 -1.39094 3.50282
C -3.01292 -1.17630 3.38713
C -2.54379 -0.05036 2.73859
H -1.23590 2.43764 2.98419
H -2.73329 3.33362 3.40248
H -1.58611 4.00634 2.20481
H -5.51885 1.33278 1.84231
H -6.35004 -0.67488 3.03892
H -4.74311 -2.28167 3.99930
H -2.30974 -1.90009 3.77676
H -1.47853 0.10141 2.60950

Calculated values
- LUMO (eV) = 0.05
- M (g/mol) = 942.56
- energy (eV) = -89605.6988
- HOMO (eV) = -7.97
- relative energy (zero: lowest compared OMol25 entry of this formula, charge and spin) (eV) = 1.131

Löwdin atomic charge list, values in e, 8 entries:
1 Y 1.37
2 C -0.08
3 C -0.08
4 C -0.08
5 C -0.34
6 C -0.12
7 C -0.08
8 P 1.06

Here is a structure of composition C41H32AsBN9S3Tl at a distorted geometry from the OMol25 dataset. Energies are from ωB97M-V/def2-TZVPD.

Atoms and positions in Å:
Tl 0.11993 0.76040 0.59054
S 3.95891 4.98179 6.67283
N 4.55199 4.09801 5.41656
C 3.52258 3.72122 4.66297
C 3.59985 2.93761 3.47206
C 4.80719 2.46218 2.94957
C 4.78930 1.72492 1.78956
C 3.55536 1.46729 1.17803
N 2.41570 1.89056 1.66151
C 2.39947 2.61879 2.78442
C 1.12776 3.08864 3.27991
N 0.02457 2.77869 2.58900
C -1.14202 3.21232 2.99315
C -1.31786 3.98528 4.14843
C -0.20361 4.31298 4.88739
C 1.05502 3.87469 4.46113
C 2.26463 4.18264 5.15263
N 2.36444 4.90026 6.26934
H 5.72678 2.68318 3.47494
H 5.70065 1.34488 1.35251
H 3.49391 0.89648 0.26208
H -1.98612 2.94513 2.37115
H -2.30436 4.31451 4.44382
H -0.27126 4.90491 5.78899
S -2.52840 2.36963 -1.04853
C -3.36666 1.28032 -0.06048
C -4.74028 1.50936 0.19242
C -5.41869 0.68994 1.05270
C -4.73633 -0.36941 1.66097
C -3.40444 -0.54287 1.33379
N -2.72883 0.23460 0.50316
H -5.21385 2.34853 -0.29805
H -6.46906 0.85946 1.26198
H -5.23677 -1.02711 2.35907
H -2.83416 -1.35100 1.77737
S 1.35007 2.03889 -2.30874
C 1.00346 1.30773 -3.82938
C 1.70572 1.74157 -4.96301
C 1.46752 1.19496 -6.20250
C 0.51766 0.19393 -6.35163
C -0.19513 -0.23437 -5.24069
C 0.03176 0.29575 -3.98133
As -0.95186 -0.27597 -2.37685
C -0.25641 -2.09743 -2.18916
C 0.56084 -2.76919 -3.08464
C 0.93960 -4.07980 -2.84776
C 0.50498 -4.73562 -1.71066
C -0.29239 -4.06509 -0.79511
C -0.66653 -2.75730 -1.03561
C -2.59290 -0.82215 -3.32791
C -2.97968 -2.13973 -3.53828
C -4.16716 -2.44265 -4.18459
C -5.00210 -1.42774 -4.61589
C -4.63853 -0.10830 -4.40168
C -3.44844 0.18875 -3.76090
H 2.43377 2.53194 -4.83828
H 2.02929 1.53998 -7.06518
H 0.32978 -0.23995 -7.32672
H -0.95440 -1.00247 -5.35942
H 0.91886 -2.26231 -3.97259
H 1.57642 -4.59354 -3.55945
H 0.80453 -5.75971 -1.52210
H -0.60353 -4.56122 0.11357
H -1.26371 -2.21186 -0.30970
H -2.33927 -2.94512 -3.19982
H -4.43726 -3.47887 -4.35136
H -5.93762 -1.66646 -5.10918
H -5.28992 0.69051 -4.73385
H -3.16886 1.21931 -3.57435
B 2.03218 -2.86370 2.08819
N 2.48605 -2.14532 0.80673
C 3.66480 -2.38901 0.21639
C 3.71265 -1.69657 -0.97715
C 2.48825 -1.03578 -1.02411
N 1.76599 -1.32293 0.05250
N 0.98552 -2.08120 2.91651
C 0.52486 -2.53955 4.08745
C -0.44049 -1.66641 4.55384
C -0.49194 -0.67865 3.57506
N 0.36981 -0.95134 2.60167
H 3.00153 -3.02275 2.78567
H 1.54072 -3.92561 1.78024
H 4.39619 -3.02772 0.67131
H 4.50346 -1.67313 -1.70397
H 2.12154 -0.35077 -1.76593
H 0.90013 -3.44577 4.52140
H -1.02514 -1.74313 5.44908
H -1.10000 0.20410 3.53302

Calculated values
- LUMO (eV) = 2.82
- M (g/mol) = 1037.09
- energy (eV) = -155164.5897
- HOMO (eV) = -1.12
- net charge = -2
- relative energy (zero: lowest compared OMol25 entry of this formula, charge and spin) (eV) = 1.724

Löwdin atomic charge list, values in e, 8 entries:
1 Tl 0.67
2 S 0.94
3 N -0.23
4 C -0.30
5 C -0.09
6 C -0.01
7 C -0.02
8 C -0.09

Here is a structure of composition C41H32AsI3N2OTi at a distorted geometry from the OMol25 dataset. Energies are from ωB97M-V/def2-TZVPD.

Atoms and positions in Å:
Ti -0.45315 -0.06771 0.31374
I -1.03783 5.70535 4.80691
C -1.15836 3.82971 3.92589
C -0.49908 2.75168 4.49544
C -0.56022 1.50313 3.88737
I 0.46111 -0.08718 4.73096
C -1.27643 1.31305 2.70589
O -1.33825 0.15528 2.07501
C -1.92776 2.42141 2.13366
C -2.64451 2.24882 0.82526
N -1.76970 1.77478 -0.28564
C -0.74961 2.77686 -0.67799
C 0.44780 2.73570 0.23081
C 1.10603 3.86520 0.66446
C 2.24018 3.73595 1.45533
C 2.68258 2.45599 1.75367
C 1.98056 1.36402 1.28998
N 0.84310 1.48306 0.56466
C -1.86999 3.66337 2.74489
H 0.07119 2.87601 5.40577
H -3.44194 1.50986 0.92026
H -3.09514 3.20554 0.53839
H -2.36811 1.61090 -1.08858
H -0.43129 2.49609 -1.68818
H -1.16482 3.78992 -0.72019
H 0.71902 4.83964 0.39504
H 2.76311 4.60891 1.81996
H 3.57152 2.28990 2.34687
H 2.30505 0.35036 1.48804
H -2.36705 4.50905 2.28442
I 1.97020 0.12749 -2.35734
C 2.27140 -1.88679 -1.87581
C 3.10310 -2.54272 -2.73965
C 3.48056 -3.88012 -2.49168
C 3.03234 -4.49943 -1.36841
C 2.16809 -3.83250 -0.46207
C 1.73725 -4.51683 0.70263
C 0.88464 -3.91047 1.57241
C 0.39897 -2.61608 1.28418
C 0.77199 -1.87137 0.17585
C 1.72460 -2.50050 -0.69979
H 3.49112 -2.03558 -3.61217
H 4.13442 -4.38877 -3.18793
H 3.32574 -5.51805 -1.14280
H 2.09666 -5.52438 0.87677
H 0.55131 -4.42145 2.46816
H -0.33419 -2.21469 1.98383
C -2.99752 -6.39190 0.72344
C -2.19655 -5.90984 -0.30249
C -2.14474 -4.54833 -0.56235
C -2.90102 -3.66355 0.20087
C -3.69104 -4.14496 1.23685
C -3.74197 -5.50961 1.49215
As -2.65812 -1.77315 -0.12583
C -2.70679 -1.71984 -2.06384
C -3.63049 -2.38230 -2.86740
C -3.56124 -2.26389 -4.24803
C -2.56312 -1.49502 -4.83612
C -1.62321 -0.84962 -4.04718
C -1.70423 -0.96988 -2.66530
C -4.35191 -0.96432 0.35906
C -4.55862 -0.75448 1.72382
C -5.68564 -0.07800 2.16661
C -6.60341 0.41930 1.25027
C -6.39081 0.23239 -0.10722
C -5.27016 -0.45931 -0.55420
H -3.03799 -7.45437 0.92615
H -1.60317 -6.59047 -0.89936
H -1.50125 -4.17821 -1.35318
H -4.28273 -3.47150 1.84457
H -4.36535 -5.87958 2.29618
H -4.40153 -2.99647 -2.41619
H -4.28278 -2.77803 -4.86993
H -2.51015 -1.41593 -5.91450
H -0.81709 -0.27848 -4.48973
H -0.92305 -0.50047 -2.06639
H -3.81509 -1.07740 2.44418
H -5.83392 0.07927 3.22738
H -7.47625 0.95828 1.59511
H -7.09918 0.62405 -0.82641
H -5.11981 -0.59338 -1.61781

Calculated values
- LUMO (spin up / spin down) (eV) = 0.20 / 0.20
- M (g/mol) = 1072.22
- energy (eV) = -156320.7095
- HOMO (spin up / spin down) (eV) = -5.44 / -7.57
- spin multiplicity = 3
- relative energy (zero: lowest compared OMol25 entry of this formula, charge and spin) (eV) = 0.282

Löwdin atomic charge list, values in e, 8 entries:
1 Ti 0.62
2 I 0.85
3 C -0.76
4 C -0.23
5 C -0.65
6 I 0.95
7 C -0.44
8 O -0.29

Question: Among the records above, which one has the lowest energy?
Answer: C41H32AsI3N2OTi